Entry 1:
DFT (ωB97M-V with the def2-TZVPD basis set) results for a cluster of 7 separate species, C25H48N7O18PSi in total at a distorted geometry.

As for the total energy: -3349.147068 a.u. The SMILES is CCOP(=O)(CCC[Si@@H](CC(=O)c1ccccc1)N(C(C)=O)C(C)=O)OCC.C[N+](=O)[O-].C[N+](=O)[O-].C[N+](=O)[O-].C[N+](=O)[O-].C[N+](=O)[O-].C[N+](=O)[O-]. As for the total charge: 0. The HOMO energy is -9.01 eV. The multiplicity is 1. The gap between HOMO and LUMO is 8.255 eV.

Geometry as XYZ:
```
100
Properties=species:S:1:pos:R:3:forces:R:3:lowdin_charge:R:1
C -1.1438 -0.6279 6.1556 0.5329 -0.2606 -0.7559 -0.084
C -2.0026 -1.4387 5.0321 2.4182 0.0544 0.8883 -0.289
O -3.2752 -0.7833 4.7936 1.0207 0.2335 -2.9587 -0.256
P -3.3351 -0.0953 3.2143 -2.1664 0.2898 0.3613 0.706
O -4.7245 0.5022 2.9626 3.1734 -1.4806 0.6166 -0.324
C -1.9658 1.2436 3.1781 -1.2651 -0.5259 -0.3727 -0.226
C -2.5806 2.5384 3.8996 -0.5205 -0.2596 1.3937 -0.266
C -1.4938 3.5157 4.5732 -1.0795 0.6131 -0.0252 -0.269
Si 0.1794 3.6264 3.6515 0.0707 0.4416 1.6181 0.644
C 1.3323 2.2890 4.4064 1.2634 -1.2251 0.2034 -0.194
C 2.8237 2.2888 3.8389 1.2075 1.8456 0.2454 -0.367
O 3.6148 3.2406 4.1169 -2.6936 -3.9485 -1.0649 0.013
C 3.2294 1.0653 2.8918 1.6671 -2.1175 -1.4668 -0.094
C 2.2167 0.3026 1.9736 3.4632 -0.5542 0.4445 -0.034
C 2.7099 -0.8475 1.0524 1.9142 2.1401 2.1864 -0.049
C 4.2152 -1.2454 1.0452 -1.3805 2.3151 1.9166 -0.067
C 5.2254 -0.5273 1.9810 -3.5977 1.1013 -0.0473 -0.059
C 4.7335 0.6320 2.9053 -1.9026 -1.8955 -2.3898 0.003
N -0.0685 3.4864 1.8719 0.5295 2.5243 -0.7877 -0.046
C -0.7854 4.7430 1.4656 -0.8044 2.0938 0.3559 -0.408
C -1.2364 4.9333 -0.0678 0.3396 0.4889 0.5877 -0.011
O -1.0157 5.6775 2.2670 0.5565 -3.4829 -2.1973 0.019
C 1.2058 3.5425 1.1054 2.9570 0.0527 -1.5771 -0.431
C 1.2546 2.6404 -0.2424 -0.8098 0.5303 0.3276 -0.020
O 2.2005 4.2435 1.3878 -3.7594 -2.2458 -0.2903 0.073
O -2.9386 -1.3481 2.1345 -0.9627 2.1212 1.6027 -0.282
C -3.7465 -1.3241 0.9245 0.1767 -1.0918 -2.2000 -0.279
C -3.3337 -2.6696 0.1036 0.9522 0.6787 1.2303 -0.079
H -1.2676 0.5116 6.0224 -0.0927 -1.8097 0.4032 0.069
H -1.3548 -0.9828 7.2173 0.0345 0.7347 -1.4471 0.078
H -0.0214 -0.8289 5.9548 -1.7460 0.1685 0.3480 0.083
H -1.3122 -1.4629 4.1031 -1.4023 0.0304 1.1762 0.106
H -2.0968 -2.5352 5.3621 -0.3858 1.7183 -0.5288 0.131
H -1.7967 1.4668 2.0700 0.1910 -0.4961 1.5688 0.091
H -1.0750 0.7718 3.7091 -0.9678 0.9647 -0.8675 0.059
H -3.3000 3.1480 3.2335 1.3671 -1.2643 0.7541 0.127
H -3.2458 2.1448 4.7621 0.9261 0.6932 -1.3871 0.106
H -1.3398 3.2959 5.6993 -0.0950 0.0875 -1.8627 0.092
H -1.9519 4.5780 4.5480 0.7954 -1.6277 0.0624 0.087
H 0.8092 4.9279 3.9708 0.0399 -0.3069 -0.0409 0.034
H 0.9421 1.2181 4.3336 0.3787 1.4284 0.0637 0.057
H 1.3998 2.5260 5.5365 -0.0907 -0.1347 -1.7915 0.114
H 1.1177 0.6487 2.0150 1.9005 -0.8081 -0.2453 0.084
H 1.9285 -1.3480 0.3775 1.5405 0.7139 1.0725 0.082
H 4.5416 -2.0818 0.3257 -0.4577 1.5602 1.3998 0.093
H 6.3320 -0.8329 1.9836 -1.9752 0.5319 -0.0241 0.096
H 5.5156 1.1344 3.5808 -1.6256 -0.6933 -1.1467 0.108
H -1.4106 3.9551 -0.6228 0.1693 1.3504 0.8409 0.080
H -0.4143 5.5455 -0.5927 -1.1052 -1.0464 0.7771 0.102
H -2.1610 5.6225 -0.0533 1.4157 -1.3429 0.0257 0.102
H 0.8481 3.3229 -1.0766 0.7662 -0.9940 1.1478 0.078
H 0.5231 1.7567 -0.1751 1.2591 1.2689 -0.0015 0.081
H 2.3217 2.3058 -0.4969 -1.6897 0.5985 0.5913 0.090
H -4.8680 -1.3124 1.1273 1.6676 0.2382 -0.0375 0.118
H -3.4052 -0.4388 0.2641 -0.8914 -1.1331 1.1933 0.124
H -2.2870 -2.4678 -0.3553 -2.0513 -0.5262 0.5655 0.053
H -3.1694 -3.5003 0.8915 -0.5183 1.1867 -1.3919 0.090
H -4.1132 -2.9710 -0.6701 1.1214 0.4875 1.0362 0.080
C -0.5906 -2.4755 -3.7774 0.0710 0.0915 -0.1356 0.029
N 0.0706 -2.4198 -2.4475 0.1483 -0.0298 0.0855 -0.427
O 1.1354 -1.8250 -2.3742 -0.4237 -0.2618 0.2187 0.053
O -0.5000 -2.9739 -1.5220 0.5263 0.3054 -0.3718 0.042
H 0.0260 -1.9446 -4.4985 -0.0757 -0.0891 0.2245 0.067
H -0.6878 -3.5254 -4.0522 -0.0838 0.1089 0.0569 0.108
H -1.5654 -2.0004 -3.6802 0.0888 -0.1803 0.0242 0.093
C -1.9559 -1.1452 -8.2991 -0.2445 0.1822 -0.1938 0.055
N -1.5486 -1.6525 -6.9629 -0.0962 -0.0162 0.2003 -0.417
O -2.3317 -1.4985 -6.0398 0.4516 -0.1256 -0.3697 0.071
O -0.4554 -2.1888 -6.8852 -0.4686 0.1860 0.0032 0.042
H -2.9440 -0.6962 -8.2176 0.1538 -0.1062 0.0996 0.098
H -1.2191 -0.4042 -8.6074 0.0211 -0.1973 -0.0027 0.107
H -1.9728 -1.9941 -8.9816 0.1389 0.1070 0.0636 0.102
C 3.3189 -2.4435 -5.8713 0.1095 -0.1047 0.2930 0.054
N 3.2457 -1.3750 -6.9026 0.0791 0.2643 -0.0740 -0.435
O 3.7900 -0.3140 -6.6493 -0.3652 -0.4432 -0.3228 0.068
O 2.6426 -1.6392 -7.9333 0.3091 0.1843 0.4403 0.041
H 3.8803 -2.0701 -5.0169 -0.0919 0.0295 -0.1732 0.099
H 2.2977 -2.6923 -5.5831 0.0841 -0.0661 -0.1375 0.084
H 3.8232 -3.2992 -6.3200 -0.1686 0.0320 -0.0026 0.099
C -6.8300 0.0257 5.6354 0.2605 -0.1889 -0.0117 0.036
N -7.6351 0.8653 6.5608 -0.1214 0.0363 0.1971 -0.449
O -7.5609 0.6161 7.7539 -0.1545 0.2705 -0.4632 0.053
O -8.3134 1.7456 6.0575 0.2719 -0.3736 0.3618 0.055
H -6.2803 -0.7113 6.2179 -0.1185 0.1657 -0.0033 0.093
H -7.5210 -0.4627 4.9496 0.0904 0.2034 -0.0278 0.103
H -6.1449 0.6854 5.1035 -0.1705 -0.1083 -0.1307 0.078
C 1.2155 -4.8937 -8.4790 -0.2436 0.1249 -0.2424 0.042
N 1.6191 -5.3974 -7.1398 -0.1260 -0.0550 0.2881 -0.438
O 0.8293 -5.2391 -6.2185 0.6097 -0.1367 -0.3771 0.047
O 2.7121 -5.9328 -7.0597 -0.5423 0.3142 0.1229 0.059
H 0.2274 -4.4443 -8.4015 0.1833 -0.0574 0.1286 0.082
H 1.9525 -4.1531 -8.7882 -0.0225 -0.1272 0.0391 0.091
H 1.1997 -5.7447 -9.1593 0.1524 0.0776 0.0876 0.102
C 6.2279 1.3927 -2.0017 0.0423 0.3428 -0.0639 0.046
N 6.7179 0.1401 -1.3706 0.2073 -0.1677 0.1708 -0.440
O 7.7845 0.1890 -0.7810 -0.5328 -0.1969 -0.2040 0.062
O 6.0133 -0.8485 -1.4891 0.3942 0.3614 0.0329 0.037
H 6.9509 2.1849 -1.8167 -0.0580 -0.1965 0.0360 0.097
H 6.1262 1.2044 -3.0699 -0.1152 -0.0448 0.1394 0.100
H 5.2666 1.6338 -1.5489 0.0511 -0.1297 -0.1050 0.095
```
Forces are in eV/Å.

---

Entry 2:
DFT (ωB97M-V with the def2-TZVPD basis set) results for a structure of composition C25H48P2Sc at a distorted geometry.

As for the total energy: -2424.582695 a.u. As for the total charge: +1. The HOMO energy is -10.88 eV. The multiplicity is 1. The gap between HOMO and LUMO is 8.398 eV.

Geometry as XYZ:
```
76
Properties=species:S:1:pos:R:3:forces:R:3:lowdin_charge:R:1
Sc 0.4348 0.1630 0.7305 0.4575 2.0762 1.0745 0.801
C -0.1134 -1.6776 2.1960 0.9558 -0.1452 -0.1602 -0.296
C 0.2909 -2.2343 0.9411 1.0047 0.4737 0.4951 -0.285
C 2.1248 -1.1547 1.8712 -0.8854 -0.5930 -0.0129 -0.289
C 1.0312 -1.0629 2.7975 0.1171 -0.5199 -0.8218 -0.270
C 1.6784 -1.8967 0.7313 -0.9179 -0.2373 0.9353 -0.284
C -1.4432 -1.8874 2.8414 -0.3514 -0.1093 0.1071 -0.031
H -2.2369 -1.9448 2.0813 0.1335 -0.0488 0.2748 0.074
H -1.6883 -1.0639 3.5245 -0.0119 -0.2822 -0.1255 0.058
H -1.4613 -2.8301 3.4193 -0.0324 0.3779 -0.2213 0.108
C 1.1135 -0.6181 4.2155 0.0413 0.4368 0.4728 -0.020
H 0.1328 -0.6786 4.7066 0.2834 0.0176 -0.1119 0.079
H 1.4644 0.4180 4.3007 -0.0672 -0.2360 0.0883 0.065
H 1.8122 -1.2444 4.8000 -0.2838 0.1653 -0.3446 0.105
C 3.5236 -0.6883 2.0820 0.4968 0.1982 0.0488 -0.021
H 4.1834 -1.5117 2.4130 -0.2969 0.2903 -0.1032 0.104
H 3.5743 0.1099 2.8330 0.0157 -0.2045 -0.1885 0.082
H 3.9498 -0.2962 1.1431 -0.0609 -0.0883 0.3220 0.076
C 2.5331 -2.4798 -0.3421 0.2024 0.0560 -0.2804 -0.024
H 2.9257 -3.4663 -0.0412 -0.1347 0.3448 -0.0792 0.109
H 3.3849 -1.8288 -0.5616 -0.0586 -0.2256 -0.0127 0.063
H 1.9574 -2.6129 -1.2645 0.2015 -0.0291 0.0627 0.067
C -0.4785 -3.2333 0.1586 -0.3191 -0.1390 -0.4627 -0.017
H -0.4903 -4.2142 0.6570 0.0263 0.2677 -0.0739 0.111
H -0.0510 -3.3638 -0.8404 -0.1263 -0.0558 0.2757 0.055
H -1.5117 -2.9068 0.0265 -0.0356 -0.2434 -0.0009 0.059
C -2.0391 0.3574 -1.9734 -0.4958 -0.4687 0.3415 -0.123
C -2.4095 -0.7973 -1.3852 -0.1225 0.7662 -0.1006 -0.123
C -3.0105 -1.9364 -2.1674 -0.3608 -0.4546 0.2753 -0.170
C -2.0610 -2.7652 -3.0856 0.0569 -0.5642 0.0628 -0.170
C -0.6226 -2.3147 -3.1692 0.0854 0.2378 -0.8557 -0.121
C -0.2766 -1.1608 -3.7603 -0.1451 -0.6332 -0.2599 -0.112
C -1.2982 -0.2563 -4.4077 0.2470 0.2192 -0.3511 -0.175
C -2.2003 0.5799 -3.4558 -0.0648 0.6616 -0.2379 -0.178
H -3.8460 -1.5903 -2.7996 0.2965 0.1911 0.3470 0.118
H -2.5232 -2.7976 -4.0919 0.4104 0.0482 0.3523 0.118
H -3.4633 -2.6397 -1.4491 0.0949 0.2992 -0.2463 0.109
H -3.2463 0.4132 -3.7747 0.3303 0.0544 0.4331 0.120
H -1.7238 1.2420 -1.3975 -0.0415 -0.4783 0.0379 0.077
H -2.4173 -0.9238 -0.2901 0.2147 0.2970 -0.4210 0.082
H -2.0037 1.6433 -3.6631 -0.1245 -0.2995 0.1052 0.104
H -0.7542 0.4508 -5.0573 -0.2593 -0.3158 0.1715 0.108
H 0.7679 -0.9017 -3.9586 -0.2195 -0.2247 0.3183 0.094
H -1.9651 -0.8305 -5.0796 0.4386 0.0604 0.3240 0.117
H -2.0651 -3.8065 -2.7238 -0.0302 0.3710 -0.1733 0.110
H 0.1237 -3.0658 -2.8918 -0.0536 0.5195 0.0353 0.095
P -1.5802 1.7683 1.8682 -0.3432 -0.3735 -0.0604 0.774
C -1.5553 2.0039 3.6909 0.3505 -0.1799 -0.0615 -0.238
H -2.2785 2.7850 3.9529 0.0994 -0.1890 -0.0236 0.056
H -0.5553 2.3047 4.0210 -0.2406 -0.0571 -0.0339 0.042
H -1.8237 1.0697 4.1988 0.0298 0.2278 -0.1108 0.039
C -1.6750 3.5050 1.2889 0.1972 -0.0690 -0.1881 -0.254
H -2.3497 4.0675 1.9460 0.1119 -0.0786 -0.2163 0.057
H -2.0612 3.5198 0.2622 0.0266 0.0622 0.2021 0.043
H -0.6827 3.9677 1.2970 -0.2500 -0.0401 0.0198 0.036
C -3.3181 1.2549 1.6414 -0.1672 0.1701 0.1029 -0.276
H -3.5771 1.3141 0.5775 -0.0605 -0.0320 0.2260 0.036
H -3.9639 1.9230 2.2300 -0.0308 -0.2804 -0.2584 0.056
H -3.4448 0.2201 1.9817 -0.0565 0.2341 -0.0454 0.033
P 2.0831 1.7062 -1.0560 0.2195 -0.4580 -0.3629 0.800
C 2.9979 0.5338 -2.1104 0.1386 -0.0215 -0.2602 -0.280
H 3.2754 1.0466 -3.0419 0.1285 -0.2970 0.1627 0.059
H 2.3495 -0.3249 -2.3372 0.2783 0.2296 -0.0079 0.017
H 3.8987 0.1780 -1.5874 -0.2793 0.0961 -0.2466 0.048
C 1.1356 2.6295 -2.3127 -0.1542 0.2209 -0.0352 -0.263
H 0.7703 1.9283 -3.0765 0.0458 0.2301 0.1832 0.038
H 1.7874 3.3887 -2.7719 -0.3276 -0.2426 -0.0050 0.059
H 0.2764 3.1187 -1.8344 0.2010 0.0106 -0.2522 0.036
C 3.4210 2.9131 -0.6380 -0.2094 -0.1183 0.2801 -0.257
H 4.0068 3.1376 -1.5364 -0.1637 -0.1049 0.0662 0.056
H 4.0898 2.5005 0.1283 -0.1882 0.0735 -0.1698 0.050
H 2.9949 3.8479 -0.2527 0.0576 -0.2493 -0.0596 0.056
C 1.3515 2.0012 2.0092 0.4776 -0.1235 -0.0078 -0.249
H 1.9180 1.6747 2.9053 -0.3306 0.0554 -0.4080 -0.021
H 0.7731 2.8790 2.3591 0.1398 -0.4238 -0.2044 -0.038
H 2.1292 2.4421 1.3581 -0.3110 -0.1055 0.4593 -0.075
```
Forces are in eV/Å.

---

Question: The highest HOMO energy belongs to which entry?
Answer: C25H48N7O18PSi

---

Question: Which value of multiplicity does entry 2 give?
Answer: 1

---

Question: Which value of HOMO energy does entry 2 give?
Answer: -10.88 eV

---

Question: Which of these has the lowest gap between HOMO and LUMO?
Answer: C25H48N7O18PSi